1.
{"formula": "C22H23BN9ORbS3", "method": "ωB97M-V/def2-TZVPD", "fmax_ev_per_a": 0.52, "e_lumo_ev": 3.70, "charge": -2, "de_lowest_ev": 1.955, "energy_ev": -72487.2767, "species": ["Rb", "S", "S", "S", "O", "N", "N", "N", "N", "N", "N", "N", "N", "N", "C", "C", "C", "C", "C", "C", "C", "C", "C", "C", "C", "C", "C", "C", "C", "C", "C", "C", "C", "C", "C", "C", "B", "H", "H", "H", "H", "H", "H", "H", "H", "H", "H", "H", "H", "H", "H", "H", "H", "H", "H", "H", "H", "H", "H", "H"], "positions_angstrom": [[-0.043592, 0.167469, 0.189112], [-1.404977, 2.689600, 2.655229], [-1.884478, 1.231099, 5.228490], [0.590976, 0.688986, 3.616430], [5.568724, -5.277431, 2.316859], [-0.823324, -0.214876, -3.615036], [2.231329, -1.697216, 1.162927], [-2.732215, -0.003263, -1.968764], [-2.257972, -1.552909, 1.855084], [3.940263, -5.689022, 3.810911], [-2.265631, 1.201460, -1.592990], [0.230936, 0.342070, -2.991402], [-1.337210, -2.142850, -2.038769], [-0.020128, -2.331916, -1.857116], [-2.407081, -2.875799, 1.872050], [-3.212673, 1.767299, -0.858813], [-3.352999, -0.805182, 1.966405], [0.110628, -3.465253, -1.179050], [4.487544, -4.972693, 2.774315], [-1.147106, -4.038756, -0.916952], [-0.752988, -0.009885, -4.947596], [-6.145829, -3.364221, 2.193420], [-0.902894, 1.545778, 3.855572], [2.380381, -3.549367, 2.664368], [1.711440, -2.468037, 2.110384], [-4.628354, -1.349595, 2.061479], [0.966862, 0.899621, -3.937998], [-4.787846, -2.725346, 2.055244], [4.203684, -3.047957, 1.235540], [0.391368, 0.709074, -5.211612], [-3.635945, -3.504909, 1.965793], [-3.975974, -0.198570, -1.475231], [3.661921, -3.848994, 2.229148], [3.454857, -1.995913, 0.734953], [-2.039998, -3.151903, -1.482379], [-4.332529, 0.919755, -0.750533], [-1.937407, -0.974682, -2.888305], [-3.194348, 0.270918, 2.012889], [3.848261, -1.363882, -0.053513], [-2.697757, -1.445942, -3.706794], [-4.526186, -1.106669, -1.669668], [-3.117401, -3.178720, -1.516347], [1.880101, -4.144685, 3.416582], [-1.512635, -0.386011, -5.612986], [-6.258537, -3.785670, 3.195120], [3.295824, -5.212837, 4.421127], [-5.492598, -0.699989, 2.139716], [1.091470, -3.836567, -0.918043], [-3.068528, 2.750697, -0.439082], [1.881826, 1.414612, -3.683954], [5.199734, -3.258955, 0.871051], [0.755301, 1.049375, -6.167301], [-3.701951, -4.588211, 1.981671], [4.612218, -6.274703, 4.280345], [-1.494777, -3.458726, 1.811729], [-6.938074, -2.631944, 2.039362], [-6.269447, -4.177637, 1.475463], [-5.249250, 1.101065, -0.214448], [0.715073, -2.198574, 2.453011], [-1.367381, -4.965713, -0.413097]], "forces_ev_per_angstrom": [[-0.1, 0.3, 0.4], [0.0, -0.2, -0.2], [0.1, 0.0, -0.2], [0.0, -0.1, -0.1], [0.2, 0.0, -0.2], [0.0, -0.1, -0.1], [0.1, -0.1, -0.2], [-0.3, -0.1, 0.0], [0.1, -0.1, -0.1], [0.0, 0.2, 0.2], [0.1, 0.2, 0.0], [0.0, 0.1, 0.0], [-0.1, -0.2, 0.0], [0.3, 0.0, 0.0], [-0.1, 0.1, 0.1], [-0.3, -0.2, -0.1], [0.2, 0.2, 0.2], [-0.3, -0.1, -0.1], [-0.2, -0.1, 0.1], [0.1, 0.0, -0.1], [0.1, 0.0, 0.0], [0.2, 0.0, 0.0], [-0.1, -0.2, -0.1], [0.0, -0.2, 0.1], [-0.4, 0.2, 0.2], [-0.1, -0.1, 0.0], [-0.1, -0.1, -0.1], [0.0, 0.0, 0.0], [0.2, 0.0, -0.1], [0.1, 0.0, 0.1], [-0.1, 0.0, 0.1], [0.0, 0.2, 0.0], [-0.1, 0.1, -0.1], [0.0, 0.0, 0.0], [0.1, -0.1, 0.0], [0.1, 0.1, -0.1], [0.1, 0.2, 0.2], [0.0, 0.0, 0.0], [0.0, 0.0, 0.0], [0.0, 0.0, 0.0], [0.1, 0.0, 0.0], [0.0, 0.0, 0.0], [-0.1, 0.1, 0.0], [0.0, 0.0, 0.1], [-0.1, 0.0, 0.0], [-0.1, 0.0, -0.1], [0.1, 0.0, 0.0], [0.0, 0.1, 0.0], [0.1, -0.1, 0.1], [0.0, 0.0, 0.0], [0.0, 0.0, 0.0], [0.0, 0.0, 0.0], [0.0, 0.0, 0.0], [0.0, -0.1, 0.0], [0.0, 0.0, -0.1], [0.0, 0.0, 0.0], [0.0, 0.0, 0.0], [0.0, 0.0, 0.0], [0.1, 0.1, 0.0], [0.0, 0.1, 0.1]]}



2.
{"formula": "C22H23BrClIN4O8Zr", "method": "ωB97M-V/def2-TZVPD", "fmax_ev_per_a": 0.71, "e_lumo_ev": -6.60, "charge": 2, "de_lowest_ev": 3.156, "energy_ev": -137455.6382, "species": ["I", "Zr", "Br", "Cl", "O", "O", "O", "O", "O", "O", "O", "O", "N", "N", "N", "N", "C", "C", "C", "C", "C", "C", "C", "C", "C", "C", "C", "C", "C", "C", "C", "C", "C", "C", "C", "C", "C", "C", "H", "H", "H", "H", "H", "H", "H", "H", "H", "H", "H", "H", "H", "H", "H", "H", "H", "H", "H", "H", "H", "H", "H"], "positions_angstrom": [[4.134909, 0.525528, 0.593927], [1.412453, 1.670962, 0.177666], [-1.437680, 1.623000, -0.435296], [1.959302, 3.955430, 1.331504], [0.580464, 3.617572, 0.811788], [2.076171, 5.253556, 1.792223], [2.213685, 2.896844, 2.292422], [2.810527, 3.606912, 0.179469], [0.364041, -2.633983, -3.999438], [-5.872973, -0.953090, -0.023364], [1.471074, 2.053474, -1.705298], [0.752184, 0.648997, 1.859366], [-1.798360, -0.953720, 0.636255], [-0.273647, 2.012038, -4.828593], [0.008596, 0.551238, 3.994051], [1.416828, -0.402180, -0.668582], [0.738593, 3.920717, -3.715498], [1.226630, -2.668457, 0.304554], [1.912703, -1.469407, 0.149601], [-2.457672, 0.046782, 0.108009], [-0.570941, 0.715892, -4.918909], [0.917506, -0.717434, -1.820534], [3.002844, -3.512699, 1.695707], [-0.667563, -1.674041, -4.180105], [-1.342157, 0.968242, 3.623887], [0.275296, 0.241002, 5.399457], [-4.564565, -0.997090, 0.212035], [3.131711, -1.302995, 0.798767], [-0.218300, -0.242410, -3.979728], [3.690651, -2.312107, 1.567599], [0.814035, 1.577487, -2.783638], [-3.909450, -2.088823, 0.789597], [0.492694, 0.215108, -2.847440], [0.417038, 2.464888, -3.795544], [1.776713, -3.685067, 1.071519], [-2.547893, -2.017564, 0.973079], [0.946718, 0.448987, 3.100713], [-3.812641, 0.126381, -0.150548], [0.857644, -2.731565, -4.820718], [0.260904, -2.795881, -0.164964], [-1.120317, 0.424723, -5.805943], [1.341919, 0.093313, 5.543587], [-0.264454, -0.663433, 5.678128], [-0.060925, 1.073022, 6.014117], [0.447325, 4.400120, -4.645255], [1.802262, 4.082614, -3.538267], [-1.944064, 1.005257, 4.526410], [0.848134, -1.769436, -2.088814], [3.431010, -4.310533, 2.286100], [-1.451001, -1.924422, -3.458096], [-6.316797, -1.761951, 0.256716], [-4.282979, 0.983750, -0.601645], [-1.114479, -1.766007, -5.171597], [0.196468, 4.392473, -2.891742], [-4.454075, -2.974272, 1.086102], [4.647487, -2.177484, 2.051533], [1.941925, 0.163638, 3.452541], [-2.015868, -2.852067, 1.410562], [-1.303626, 1.958917, 3.169418], [1.242980, -4.618268, 1.181493], [-1.759008, 0.257506, 2.919639]], "forces_ev_per_angstrom": [[0.0, 0.0, 0.0], [0.6, -0.4, -0.2], [-0.2, 0.0, 0.1], [-0.1, 0.0, -0.1], [0.2, 0.5, 0.3], [0.0, 0.2, 0.1], [0.1, 0.3, 0.2], [-0.2, 0.0, 0.2], [0.0, 0.1, 0.1], [0.0, 0.1, 0.0], [-0.5, 0.0, -0.2], [-0.2, -0.1, 0.3], [0.0, 0.3, -0.2], [0.0, 0.0, 0.0], [0.4, -0.1, -0.1], [-0.1, -0.3, 0.0], [0.0, 0.1, 0.0], [0.1, 0.0, 0.1], [-0.1, 0.0, -0.1], [-0.2, -0.2, -0.1], [0.1, -0.2, 0.1], [0.1, 0.0, -0.3], [0.1, 0.1, 0.0], [0.0, 0.0, 0.0], [0.0, 0.1, 0.0], [0.0, 0.0, 0.0], [0.1, 0.1, 0.0], [0.0, -0.2, 0.1], [0.0, 0.2, -0.1], [-0.1, 0.0, -0.1], [0.0, -0.2, 0.0], [0.0, 0.1, 0.0], [-0.1, 0.1, -0.1], [0.1, -0.2, 0.0], [0.0, 0.1, 0.0], [0.1, 0.1, 0.0], [-0.1, -0.1, 0.1], [0.3, -0.2, 0.2], [0.0, 0.0, 0.0], [0.0, 0.0, 0.0], [0.0, 0.0, 0.0], [0.0, 0.0, 0.0], [0.0, 0.0, 0.0], [0.0, 0.0, 0.0], [0.0, 0.0, 0.0], [0.0, 0.0, 0.0], [0.0, 0.0, 0.0], [0.1, 0.0, 0.0], [0.0, 0.0, 0.0], [0.1, 0.0, 0.0], [-0.1, -0.1, 0.0], [0.0, 0.1, 0.0], [0.0, 0.0, 0.0], [0.0, 0.0, 0.0], [0.0, 0.0, 0.0], [0.0, 0.0, 0.0], [-0.1, 0.0, 0.0], [0.0, 0.0, 0.0], [-0.1, 0.0, 0.0], [0.0, 0.0, 0.0], [-0.1, -0.1, -0.1]]}



3.
{"formula": "C22H23BrClIN4O8Zr", "method": "ωB97M-V/def2-TZVPD", "fmax_ev_per_a": 1.22, "e_lumo_ev": -6.59, "charge": 2, "de_lowest_ev": 3.992, "energy_ev": -137454.8020, "species": ["I", "Zr", "Br", "Cl", "O", "O", "O", "O", "O", "O", "O", "O", "N", "N", "N", "N", "C", "C", "C", "C", "C", "C", "C", "C", "C", "C", "C", "C", "C", "C", "C", "C", "C", "C", "C", "C", "C", "C", "H", "H", "H", "H", "H", "H", "H", "H", "H", "H", "H", "H", "H", "H", "H", "H", "H", "H", "H", "H", "H", "H", "H"], "positions_angstrom": [[-3.398872, -0.046779, 1.612140], [-0.212061, 0.596504, 0.342855], [0.165772, 3.416910, -0.421911], [2.272643, 1.612046, 1.902053], [1.828591, 0.672549, 0.596482], [1.383725, -3.262944, 4.660948], [-0.165034, -1.332423, -0.073225], [-1.638796, 0.879647, -1.242602], [-1.096867, 1.795240, 2.200366], [3.207142, 2.524237, 1.332980], [2.850760, 0.657565, 2.803345], [0.914486, 3.721185, -5.369871], [-1.920479, 0.901350, -3.517294], [-0.272083, -0.324518, 2.363054], [0.861732, 1.187139, -1.927810], [1.830515, -4.300454, 0.131509], [0.481994, 2.545908, -2.104065], [-0.226399, 1.029147, 4.483723], [0.609496, -2.305513, 0.471892], [-2.331893, 1.025236, -2.283667], [0.408506, 2.764048, -4.576604], [1.000468, -3.380477, -0.337680], [2.278183, -4.230516, 1.382543], [-2.207229, 1.087031, 2.897670], [-0.548138, 0.542997, -3.989961], [0.481023, -1.298064, 2.750905], [-2.895523, 1.053507, -4.608976], [2.433571, -3.264606, 3.696961], [-0.918726, 1.803135, 5.330108], [0.004263, 1.552455, -4.962274], [-2.908186, 1.887149, 3.913561], [0.444391, 0.143652, -2.908598], [1.022169, -2.255892, 1.817203], [-2.274725, 2.238332, 5.038691], [-0.827135, 0.672333, 3.204627], [0.274495, 3.259069, -3.200095], [0.528621, -3.537026, -1.749264], [1.899651, -3.253827, 2.285621], [-0.481512, 2.093606, 6.275880], [0.984058, 3.427238, -6.286725], [-3.386777, 1.281908, -2.168429], [3.035107, -2.371115, 3.880850], [1.310065, -3.222626, -2.444654], [0.691465, -1.451763, 3.806599], [-3.943222, 2.145469, 3.739605], [-3.871906, 1.293572, -4.198536], [0.103378, 1.251551, -5.997580], [0.067859, -0.709144, -2.344604], [0.767814, 0.671662, 4.717445], [1.865146, 1.138881, -1.760715], [1.215062, -4.161140, 4.962623], [-2.955891, 0.118064, -5.163638], [2.965891, -5.011326, 1.687240], [-0.708692, -0.381386, -4.551522], [3.095429, -4.121103, 3.825878], [0.333515, -4.589833, -1.941806], [-0.376037, -2.964115, -1.944550], [-0.015898, 4.298203, -3.101710], [-2.792289, 2.824930, 5.785302], [1.329240, -0.188787, -3.450876], [-2.571856, 1.851921, -5.271417]], "forces_ev_per_angstrom": [[-0.1, -0.1, -0.1], [-0.2, -0.5, -1.1], [0.1, 0.0, 0.1], [0.3, -0.1, -0.1], [-0.8, 0.4, 0.6], [0.0, 0.0, 0.0], [0.4, 0.4, 0.2], [0.1, -0.1, 0.5], [0.0, -0.2, -0.2], [0.1, 0.0, 0.0], [0.0, -0.1, 0.0], [0.0, 0.0, 0.1], [0.0, 0.0, 0.0], [0.3, 0.1, -0.1], [-0.1, 0.1, 0.3], [-0.1, 0.1, -0.1], [0.0, -0.1, -0.3], [-0.1, 0.1, 0.1], [-0.2, 0.2, 0.0], [0.0, 0.0, 0.0], [0.0, 0.0, -0.1], [0.2, -0.1, 0.2], [0.1, 0.0, 0.2], [0.1, 0.4, 0.2], [0.0, -0.1, 0.0], [0.0, -0.1, 0.0], [0.0, 0.0, 0.1], [0.0, 0.0, 0.1], [0.0, 0.0, 0.0], [0.0, 0.0, 0.1], [-0.1, 0.0, 0.0], [0.0, -0.1, 0.0], [0.0, -0.2, 0.0], [0.0, 0.0, 0.0], [0.4, -0.2, -0.1], [0.0, 0.0, 0.2], [0.0, 0.0, -0.1], [0.0, -0.1, -0.1], [0.0, 0.0, 0.0], [0.0, 0.0, -0.1], [0.0, 0.0, 0.0], [0.0, 0.0, 0.0], [0.0, 0.0, 0.0], [-0.1, 0.0, 0.0], [0.0, 0.0, 0.0], [0.0, 0.0, 0.0], [0.0, 0.0, 0.0], [0.0, 0.0, 0.0], [0.0, 0.0, 0.0], [0.0, 0.0, 0.1], [0.0, 0.0, 0.0], [0.0, 0.0, 0.0], [0.0, 0.0, 0.0], [0.0, 0.0, 0.0], [0.0, 0.0, 0.0], [0.0, 0.0, 0.0], [0.0, 0.0, 0.0], [0.0, 0.0, 0.0], [0.0, 0.0, 0.0], [0.0, 0.0, 0.0], [0.0, 0.0, 0.0]]}



4.
{"formula": "C22H23BrN2O3", "method": "ωB97M-V/def2-TZVPD", "fmax_ev_per_a": 1.89, "e_lumo_ev": -0.43, "charge": 0, "smiles": "NCCCCc1ccc2c(c1)C(=O)c1c(ccc(CCN)c1CC(=O)Br)C2=O", "energy_ev": -102352.7106, "species": ["Br", "O", "O", "O", "N", "N", "C", "C", "C", "C", "C", "C", "C", "C", "C", "C", "C", "C", "C", "C", "C", "C", "C", "C", "C", "C", "C", "C", "H", "H", "H", "H", "H", "H", "H", "H", "H", "H", "H", "H", "H", "H", "H", "H", "H", "H", "H", "H", "H", "H", "H"], "positions_angstrom": [[2.704559, -4.451982, -0.904848], [1.355041, -3.884575, -3.238159], [2.480411, -1.207393, -1.374879], [3.067383, -0.395929, 3.257455], [-2.814644, 4.199038, -0.138657], [-2.746686, -2.601301, -0.059840], [2.017364, 3.159425, 0.936355], [0.054515, 4.439003, -1.364985], [1.274431, -3.701444, -2.063902], [1.549819, 4.034707, -1.413425], [-0.329300, -3.462316, 1.098857], [1.795163, 2.932880, -0.397633], [0.163774, -2.919340, -1.355695], [1.373557, -1.489798, 1.944980], [-2.733887, -3.891056, 0.634636], [0.734139, -2.238567, 2.887153], [2.199263, 2.156268, 1.866268], [1.186084, -1.727840, 0.596870], [-0.109503, -3.223579, 2.427760], [1.930955, -0.821185, -0.362950], [1.967217, 0.626252, 0.075463], [0.345393, -2.715287, 0.130675], [-2.379525, 3.731936, -1.475602], [2.290061, -0.345434, 2.323197], [1.790748, 1.617993, -0.849565], [2.154895, 0.858133, 1.422551], [-0.919320, 3.256614, -1.427678], [-1.308519, -4.542592, 0.671387], [-0.854183, 2.623074, -0.533335], [2.057665, 4.178993, 1.317537], [-3.758305, 3.893296, 0.051371], [-3.484122, -4.569993, 0.216547], [-3.045204, 2.909366, -1.775812], [2.205110, 4.891020, -1.239346], [-0.662188, -3.848909, 3.126776], [-2.523566, 4.528573, -2.216786], [0.870905, -2.049043, 3.945151], [0.111403, -1.930659, -1.821132], [-0.725114, 2.608090, -2.292381], [-2.978601, -3.694083, 1.685506], [1.629635, 1.341023, -1.886144], [-0.145274, 4.985839, -0.433850], [2.358515, 2.382261, 2.914743], [-3.242536, -2.634366, -0.937548], [1.731094, 3.603007, -2.403816], [-0.195599, 5.125282, -2.183672], [-0.790059, -3.409289, -1.541423], [-2.190984, 3.810051, 0.557299], [-1.343734, -5.358155, 1.398707], [-1.039449, -4.932513, -0.310896], [-3.078796, -1.845496, 0.516713]], "forces_ev_per_angstrom": [[-0.4, 0.0, -0.1], [-0.3, 0.2, 1.3], [-0.6, 0.2, 0.2], [-0.8, 0.2, -0.4], [0.4, 0.2, -0.5], [0.2, -0.3, -0.2], [0.1, 1.3, 1.0], [0.0, 0.1, 0.3], [0.3, 0.0, -1.0], [-0.8, -0.5, 0.3], [-0.1, -1.0, -1.3], [0.3, 0.1, -1.4], [0.3, 0.0, 0.5], [1.0, 1.3, 0.1], [0.4, 0.2, 0.4], [-0.1, -0.2, 0.5], [0.1, 0.0, 0.3], [0.5, 0.7, -1.1], [-0.7, -0.6, 1.0], [0.3, 0.1, 0.3], [-0.2, -1.8, -0.5], [0.0, -0.2, 0.0], [-0.4, -0.3, 0.3], [0.2, 0.0, 0.3], [0.1, 0.2, 0.1], [0.1, -0.7, 0.6], [-0.6, 0.2, -0.2], [-0.6, 0.8, 0.1], [0.3, 0.0, -0.2], [-0.1, 0.0, -0.3], [0.1, 0.0, 0.1], [0.2, -0.1, 0.1], [0.3, 0.0, -0.2], [-0.1, -0.1, -0.1], [0.1, 0.1, 0.1], [0.2, 0.0, 0.1], [0.1, 0.0, -0.1], [0.1, -0.3, -0.3], [0.1, 0.2, 0.1], [-0.2, -0.2, -0.2], [0.1, 0.2, 0.0], [0.1, 0.0, -0.1], [0.0, 0.0, -0.1], [-0.1, 0.1, 0.1], [0.2, 0.3, 0.1], [0.2, -0.1, 0.1], [0.2, 0.0, -0.2], [-0.2, 0.0, 0.2], [0.2, 0.0, -0.2], [0.0, -0.2, 0.2], [-0.1, 0.0, -0.1]]}



> Number 2 is which compound?

C22H23BrClIN4O8Zr